[1]
DFT (ωB97M-V with the def2-TZVPD basis set) results for a molecular structure, C29H36BF6N7O6S6Sr.

Values from the calculation:
Relative energy (zero: lowest compared OMol25 entry of this formula, charge and spin)   0.0 kJ/mol
E_LUMO   0.33 eV
Orbital gap   7.8 eV

CARTESIAN COORDINATES (ANGSTROEM)
Sr1 -0.70 -1.79 -1.27
S1 -3.26 -3.49 -0.10
S2 0.10 -1.25 -4.13
S3 -1.78 -4.60 -2.07
S4 2.35 -1.77 -0.83
S5 1.80 1.70 1.01
S6 -0.80 -2.18 3.33
F1 -2.37 -4.83 2.03
F2 -4.49 -4.99 1.68
F3 -3.99 -5.68 -3.08
F4 -2.28 -6.99 -3.03
F5 -3.35 -6.56 -1.21
F6 -3.66 -3.16 2.48
O1 -4.43 -3.88 -0.83
O2 -3.02 -2.08 0.10
O3 -2.19 -3.50 -2.91
O4 -0.45 -5.10 -2.24
O5 -0.68 -2.23 1.84
O6 0.44 1.10 0.98
N1 -1.31 3.06 -0.90
N2 3.54 -2.34 -3.19
N3 1.12 1.31 -3.82
N4 -1.30 0.69 -1.58
N5 2.97 -0.25 -3.06
N6 -0.62 1.16 -5.12
N7 -1.94 -4.20 -0.56
C1 2.86 3.70 2.61
C2 -1.75 0.60 -5.83
C3 -3.44 -4.17 1.64
C4 0.22 0.44 -4.33
C5 -2.02 -0.37 5.01
C6 3.65 -3.75 -2.87
C7 -2.13 0.11 2.64
C8 -2.94 -6.05 -2.36
C9 -2.88 1.24 2.92
C10 -0.06 3.81 -0.90
C11 0.83 2.57 -4.30
C12 -2.41 3.57 -0.09
C13 1.61 4.84 4.31
C14 1.76 2.90 2.35
C15 2.94 -1.42 -2.40
C16 -0.25 2.49 -5.10
C17 -2.75 0.77 5.28
C18 -3.18 1.58 4.23
C19 -1.31 1.80 -1.25
C20 0.51 4.05 4.04
C21 0.78 -1.72 4.10
C22 3.60 -0.44 -4.27
C23 3.95 -1.74 -4.36
C24 2.22 -0.73 2.31
C25 2.79 4.67 3.60
C26 0.57 3.08 3.04
C27 -1.70 -0.68 3.70
C28 2.95 0.48 1.76
C29 1.46 -0.46 3.60
B1 2.20 1.05 -2.71
H1 -0.18 4.72 -1.49
H2 3.54 1.00 2.52
H3 2.95 2.01 -2.73
H4 -3.23 1.86 2.11
H5 -0.41 4.18 4.59
H6 1.52 -1.09 1.56
H7 -1.87 -0.17 1.63
H8 -2.10 3.67 0.95
H9 0.73 0.33 3.45
H10 -2.58 0.42 -5.15
H11 2.66 -4.19 -2.75
H12 0.52 -1.67 5.16
H13 -1.47 -0.35 -6.28
H14 -0.77 3.23 -5.67
H15 4.45 -2.29 -5.14
H16 -2.06 1.31 -6.61
H17 4.18 -4.24 -3.68
H18 3.61 0.18 0.94
H19 2.96 -1.52 2.46
H20 3.65 5.29 3.81
H21 1.41 -2.60 3.96
H22 -3.77 2.46 4.44
H23 -3.00 1.03 6.30
H24 -2.72 4.54 -0.47
H25 0.73 3.20 -1.32
H26 3.78 3.57 2.03
H27 4.20 -3.88 -1.94
H28 1.66 0.92 -1.64
H29 -0.27 2.45 2.80
H30 0.20 4.08 0.13
H31 1.56 5.60 5.09
H32 2.15 -0.11 4.38
H33 3.73 0.37 -4.97
H34 -3.25 2.88 -0.15
H35 1.44 3.41 -4.04
H36 -1.70 -1.02 5.82

=====

[2]
DFT (ωB97M-V with the def2-TZVPD basis set) results for C8H13ClO in the gas phase at a distorted geometry.

Values from the calculation:
Relative energy (zero: lowest compared OMol25 entry of this formula, charge and spin)   137.7 kJ/mol
E_LUMO   0.84 eV
Orbital gap   11.2 eV
SMILES   C#C[C@@](O)(Cl)CCCCC

CARTESIAN COORDINATES (ANGSTROEM)
Cl1 4.48 0.94 -0.77
O1 3.67 0.19 1.62
C1 3.28 -1.40 -0.18
C2 1.89 0.78 0.18
C3 -0.61 0.54 0.31
C4 -3.01 0.63 -0.47
C5 0.73 -0.21 0.25
C6 -1.68 -0.10 -0.57
C7 3.26 0.12 0.31
C8 3.39 -2.52 -0.57
H1 1.82 1.49 1.01
H2 0.84 -0.85 1.13
H3 -2.88 1.69 -0.70
H4 -1.82 -1.15 -0.29
H5 -0.97 0.57 1.34
H6 -0.47 1.57 -0.01
H7 3.46 -3.51 -0.91
H8 -3.43 0.54 0.53
H9 1.83 1.33 -0.76
H10 -3.73 0.21 -1.18
H11 0.75 -0.85 -0.63
H12 4.48 -0.32 1.75
H13 -1.33 -0.08 -1.61

=====

[3]
DFT (ωB97M-V with the def2-TZVPD basis set) results for a molecular structure, C27H23NO4S2 at a distorted geometry.

Values from the calculation:
Relative energy (zero: lowest compared OMol25 entry of this formula, charge and spin)   408.0 kJ/mol
E_LUMO   -1.31 eV
Orbital gap   6.3 eV

CARTESIAN COORDINATES (ANGSTROEM)
S1 -1.41 1.03 2.75
S2 1.70 1.54 2.80
O1 1.31 2.01 1.48
O2 2.39 2.43 3.71
O3 -2.03 2.33 3.01
O4 -1.79 -0.10 4.16
N1 0.03 -0.60 5.70
C1 1.64 1.00 6.88
C2 1.92 -1.41 6.79
C3 2.65 -0.65 1.41
C4 3.51 -0.42 3.66
C5 -2.66 0.00 1.87
C6 0.05 -3.90 3.97
C7 -0.41 -2.61 4.29
C8 0.25 -1.93 5.29
C9 1.80 -3.76 5.68
C10 2.74 0.08 2.60
C11 0.12 0.83 3.76
C12 1.35 -2.47 5.99
C13 2.73 1.06 7.77
C14 -3.31 -1.96 0.63
C15 -2.35 -1.26 1.37
C16 -3.91 0.56 1.64
C17 -1.34 1.36 5.93
C18 -0.71 0.41 4.90
C19 -4.86 -0.13 0.91
C20 -4.57 -1.39 0.39
C21 3.04 -1.35 7.62
C22 1.16 -0.24 6.48
C23 4.17 -1.65 3.55
C24 4.09 -2.36 2.34
C25 3.35 -1.85 1.27
C26 3.42 -0.10 8.15
C27 1.14 -4.46 4.65
H1 4.64 -3.31 2.23
H2 1.50 -5.45 4.38
H3 -5.30 -1.95 -0.19
H4 -0.68 1.81 6.66
H5 3.05 2.03 8.18
H6 -1.94 2.12 5.44
H7 3.61 0.16 4.58
H8 -4.14 1.55 2.03
H9 -0.44 -4.48 3.19
H10 0.58 1.54 4.51
H11 3.57 -2.27 7.85
H12 1.20 1.94 6.54
H13 -1.35 -1.67 1.55
H14 -1.27 -2.20 3.79
H15 2.66 -4.16 6.23
H16 3.33 -2.38 0.30
H17 -3.06 -2.95 0.23
H18 2.06 -0.25 0.59
H19 0.61 -0.14 3.47
H20 4.27 -0.05 8.83
H21 4.77 -2.04 4.39
H22 -5.84 0.31 0.72
H23 -2.03 0.73 6.52

=====

[4]
DFT (ωB97M-V with the def2-TZVPD basis set) results for 3 unconnected molecules or ions with the total composition C5H16NO2 at a distorted geometry.

Values from the calculation:
Net charge   +1
Relative energy (zero: lowest compared OMol25 entry of this formula, charge and spin)   214.6 kJ/mol
E_LUMO   -4.70 eV
Orbital gap   9.2 eV

CARTESIAN COORDINATES (ANGSTROEM)
O1 0.32 -2.67 3.79
O2 -3.65 0.71 2.77
N1 -0.95 1.33 -0.17
C1 1.29 0.34 -0.42
C2 0.06 0.82 -1.12
C3 2.10 -0.44 -2.73
C4 -2.13 0.85 -0.17
C5 2.51 -0.04 -1.26
H1 1.13 -0.56 0.25
H2 -0.40 0.06 -1.79
H3 -2.44 0.23 -1.03
H4 2.88 -0.46 -3.49
H5 2.89 -0.92 -0.77
H6 1.52 1.11 0.39
H7 -3.00 1.18 0.43
H8 3.33 0.66 -1.10
H9 -4.49 0.23 2.86
H10 1.78 -1.50 -2.79
H11 0.31 1.74 -1.74
H12 -0.55 -2.95 4.08
H13 0.68 -3.48 3.39
H14 -0.69 1.88 0.70
H15 1.44 0.32 -3.13
H16 -3.94 1.58 3.07

=====

[5]
DFT (ωB97M-V with the def2-TZVPD basis set) results for C2H4N2S in the gas phase at a distorted geometry.

Values from the calculation:
Relative energy (zero: lowest compared OMol25 entry of this formula, charge and spin)   190.4 kJ/mol
E_LUMO   0.36 eV
Orbital gap   9.8 eV
SMILES   CN(S)C#N

CARTESIAN COORDINATES (ANGSTROEM)
S1 -0.65 1.81 -0.32
N1 -2.24 -1.49 0.27
N2 -0.43 0.19 0.21
C1 0.91 -0.47 -0.27
C2 -1.45 -0.71 0.20
H1 1.49 -0.55 0.63
H2 0.29 2.44 0.65
H3 0.62 -1.45 -0.65
H4 1.46 0.23 -0.73

=====

[6]
DFT (ωB97M-V with the def2-TZVPD basis set) results for a molecular structure, C32H26Cl3F12N3O8ReS2 at a distorted geometry.

Values from the calculation:
Net charge   +1
Relative energy (zero: lowest compared OMol25 entry of this formula, charge and spin)   51.6 kJ/mol
E_LUMO (alpha / beta)   -5.10 / -5.09 eV
Orbital gap (alpha / beta)   6.1 / 6.1 eV

CARTESIAN COORDINATES (ANGSTROEM)
Re1 0.77 0.26 -0.29
Cl1 -3.52 -0.35 1.58
Cl2 -1.74 -2.12 2.96
Cl3 -3.53 -3.16 0.93
S1 -3.26 -0.63 -1.56
S2 -5.34 -0.33 -2.76
F1 0.70 1.02 -4.63
F2 3.13 1.79 -0.30
F3 3.79 -0.73 2.75
F4 -1.33 0.72 -4.02
F5 1.50 3.50 -1.41
F6 4.26 1.17 3.60
F7 -0.70 2.64 -4.76
F8 0.43 4.27 -3.08
F9 4.11 2.85 1.29
F10 2.10 2.95 -3.39
F11 2.41 0.20 4.09
F12 4.70 0.85 0.81
O1 0.67 0.83 -2.08
O2 1.98 0.05 1.22
O3 3.22 -5.27 -0.69
O4 2.98 -0.81 -1.46
O5 -0.79 -0.41 0.70
O6 -0.58 -2.74 0.49
O7 -4.46 -2.84 -2.78
O8 -1.80 -1.55 -0.94
N1 3.06 -3.08 -1.20
N2 1.19 -1.80 -0.58
N3 0.19 2.00 0.32
C1 -1.40 -1.55 0.35
C2 1.38 -4.55 1.53
C3 0.28 -5.20 -0.66
C4 0.62 2.73 1.39
C5 -1.02 2.36 -0.29
C6 0.06 1.97 -2.55
C7 0.33 4.67 2.85
C8 0.13 -4.93 -2.16
C9 -2.53 -1.80 1.41
C10 1.05 3.18 -2.63
C11 3.66 1.66 0.92
C12 -0.32 1.60 -4.02
C13 2.58 -4.26 -0.64
C14 3.27 0.44 3.10
C15 -4.73 3.44 -2.18
C16 2.48 -1.86 -1.11
C17 0.03 3.98 1.69
C18 -3.47 3.05 -1.50
C19 -1.14 2.38 -1.70
C20 1.58 4.88 5.01
C21 2.56 1.10 1.88
C22 1.66 2.28 2.25
C23 -2.17 2.61 0.48
C24 -3.47 -3.81 -2.46
C25 -4.36 -1.62 -2.43
C26 0.61 -2.82 -0.05
C27 1.22 -4.18 0.03
C28 2.25 -3.56 2.29
C29 -3.37 2.93 -0.12
C30 1.93 2.98 3.41
C31 -2.33 2.78 -2.27
C32 1.26 4.16 3.75
H1 -2.43 2.87 -3.34
H2 -0.58 -5.63 -2.59
H3 -3.90 -4.52 -1.75
H4 -4.88 2.85 -3.08
H5 -0.69 -5.16 -0.17
H6 3.99 -3.13 -1.62
H7 0.39 -4.60 1.98
H8 1.85 -2.55 2.23
H9 -0.15 5.62 3.05
H10 1.83 -5.55 1.57
H11 -2.11 2.52 1.55
H12 3.27 -3.54 1.89
H13 1.08 -5.08 -2.68
H14 -0.65 4.42 0.98
H15 2.70 2.66 4.09
H16 0.79 5.57 5.27
H17 -2.59 -3.34 -2.03
H18 -4.67 4.48 -2.50
H19 -4.25 3.09 0.49
H20 -0.22 -3.92 -2.35
H21 -5.58 3.33 -1.53
H22 2.51 5.44 4.89
H23 0.70 -6.19 -0.51
H24 1.74 4.18 5.83
H25 -3.22 -4.33 -3.38
H26 2.30 -3.85 3.33

=====

[7]
DFT (ωB97M-V with the def2-TZVPD basis set) results for C25H27N3O2 in the gas phase.

Values from the calculation:
Relative energy (zero: lowest compared OMol25 entry of this formula, charge and spin)   187.7 kJ/mol
E_LUMO   0.65 eV
Orbital gap   8.4 eV
SMILES   COc1cccc(NC(=O)c2ccc(CN3CCN(c4ccccc4)CC3)cc2)c1

CARTESIAN COORDINATES (ANGSTROEM)
O1 2.53 -2.65 -1.20
O2 6.40 2.07 1.18
N1 -5.14 0.98 -0.52
N2 2.83 -0.78 0.08
N3 -4.18 -1.07 0.64
C1 -0.05 -0.69 0.33
C2 -4.36 -1.35 -0.77
C3 -4.07 3.00 0.23
C4 4.68 0.62 0.58
C5 -3.00 3.88 0.24
C6 -3.41 -2.10 1.32
C7 -1.25 -3.18 0.57
C8 6.01 1.01 0.41
C9 -1.36 -0.79 0.75
C10 2.09 -1.81 -0.44
C11 -5.44 -0.71 1.25
C12 -5.16 -0.18 -1.38
C13 4.16 -0.45 -0.14
C14 -1.86 3.60 -0.50
C15 -5.83 0.69 0.72
C16 0.06 -3.08 0.15
C17 -1.81 2.44 -1.25
C18 6.28 -0.73 -1.21
C19 4.97 -1.13 -1.05
C20 7.73 2.52 1.06
C21 -1.98 -2.03 0.87
C22 0.68 -1.84 0.04
C23 -4.03 1.81 -0.50
C24 6.82 0.33 -0.49
C25 -2.88 1.56 -1.26
H1 -2.79 0.66 -1.85
H2 -3.82 -3.11 1.15
H3 -0.94 2.22 -1.84
H4 -4.90 -2.30 -0.93
H5 4.58 -1.96 -1.61
H6 7.95 2.87 0.05
H7 4.08 1.16 1.29
H8 -3.37 -1.45 -1.22
H9 7.84 0.61 -0.64
H10 -3.46 -1.90 2.40
H11 2.36 -0.20 0.76
H12 -4.95 3.26 0.79
H13 -6.23 -1.45 1.01
H14 -5.33 -0.68 2.33
H15 0.38 0.29 0.21
H16 -1.02 4.29 -0.49
H17 0.63 -3.96 -0.11
H18 6.92 -1.25 -1.91
H19 -1.72 -4.15 0.65
H20 -5.58 1.44 1.46
H21 -4.77 0.09 -2.37
H22 -6.21 -0.46 -1.50
H23 8.45 1.74 1.34
H24 -1.93 0.10 0.96
H25 -6.92 0.73 0.54
H26 7.82 3.35 1.76
H27 -3.06 4.79 0.82

=====

[8]
DFT (ωB97M-V with the def2-TZVPD basis set) results for 2 unconnected molecules or ions with the total composition C13H14N3O5PS at a distorted geometry.

Values from the calculation:
Net charge   -2
E_LUMO   3.29 eV
Orbital gap   2.0 eV

CARTESIAN COORDINATES (ANGSTROEM)
S1 -2.76 4.48 2.20
P1 -3.12 3.18 0.78
O1 0.73 -6.19 -3.91
O2 4.45 3.44 2.45
O3 -0.92 -4.07 -1.43
O4 1.60 -1.78 2.09
O5 3.31 4.44 0.95
N1 1.52 0.76 0.28
N2 3.57 4.19 2.32
N3 -0.05 3.11 0.65
C1 -0.55 -5.23 -2.01
C2 -2.03 1.77 0.58
C3 0.17 0.71 0.36
C4 -2.64 0.53 0.44
C5 1.90 4.48 0.71
C6 -1.87 -0.63 0.27
C7 0.69 -2.25 1.47
C8 1.26 3.12 0.60
C9 -0.50 -0.55 0.24
C10 2.03 1.97 0.41
C11 0.37 -5.04 -3.33
C12 0.29 -1.84 0.09
C13 -0.62 1.88 0.53
H1 1.78 5.03 -0.21
H2 -4.37 2.59 0.99
H3 1.15 -1.63 -0.54
H4 -1.38 -5.88 -2.37
H5 0.05 -5.92 -1.37
H6 -0.41 -2.56 -0.35
H7 0.08 -3.03 1.97
H8 3.10 2.07 0.35
H9 1.43 5.01 1.55
H10 -0.23 -4.34 -3.96
H11 -3.22 3.76 -0.50
H12 -3.72 0.43 0.48
H13 1.22 -4.39 -2.96
H14 -2.33 -1.60 0.18

=====

[9]
DFT (ωB97M-V with the def2-TZVPD basis set) results for a molecular structure, C36H28Cl2FeN6O2S2.

Values from the calculation:
Relative energy (zero: lowest compared OMol25 entry of this formula, charge and spin)   0.0 kJ/mol
E_LUMO   -0.95 eV
Orbital gap   6.0 eV

CARTESIAN COORDINATES (ANGSTROEM)
Fe1 1.77 1.46 0.37
Cl1 -3.05 0.73 -4.24
Cl2 -3.36 3.75 -3.26
S1 1.77 -0.78 1.36
S2 -0.27 1.60 1.57
O1 0.62 5.27 -0.32
O2 1.90 -0.96 -2.92
N1 -2.10 -0.30 1.27
N2 2.48 2.90 1.57
N3 -0.21 -1.92 0.04
N4 1.26 0.63 -1.35
N5 1.06 3.00 -0.63
N6 3.56 0.87 -0.36
C1 0.99 -4.49 1.20
C2 -4.21 1.13 -0.43
C3 0.15 -5.28 -0.90
C4 2.07 -0.22 -1.95
C5 -0.82 0.08 1.24
C6 -1.63 -2.07 -0.28
C7 0.91 -5.77 1.72
C8 -5.30 1.17 -1.29
C9 0.06 2.63 -1.53
C10 0.20 -0.95 0.83
C11 -6.53 0.68 -0.87
C12 -6.68 0.16 0.40
C13 -2.00 2.78 -2.78
C14 -2.44 -1.68 0.92
C15 0.69 -2.84 -0.68
C16 5.75 -0.67 -1.12
C17 5.87 0.31 -0.14
C18 3.35 5.18 2.90
C19 0.44 -6.81 0.92
C20 4.75 1.04 0.21
C21 0.16 1.26 -1.93
C22 0.07 -6.57 -0.39
C23 3.44 -0.09 -1.31
C24 2.52 5.28 1.79
C25 2.11 4.12 1.15
C26 -4.35 0.60 0.85
C27 1.17 4.20 -0.05
C28 -1.88 1.47 -3.19
C29 -5.59 0.12 1.26
C30 -1.04 3.36 -1.95
C31 0.61 -4.23 -0.12
C32 -0.80 0.70 -2.76
C33 3.71 3.92 3.34
C34 -3.16 0.57 1.77
C35 4.51 -0.86 -1.71
C36 3.25 2.81 2.66
H1 3.48 1.80 2.99
H2 0.38 -2.82 -1.72
H3 2.17 6.22 1.40
H4 1.21 -5.96 2.74
H5 4.34 3.79 4.22
H6 -5.18 1.59 -2.28
H7 -3.25 1.52 -0.75
H8 6.81 0.51 0.35
H9 -1.14 4.39 -1.65
H10 -3.46 0.22 2.77
H11 -7.38 0.72 -1.54
H12 -5.70 -0.28 2.26
H13 -3.51 -1.71 0.69
H14 -0.69 -0.32 -3.10
H15 -2.24 -2.35 1.76
H16 -2.74 1.56 1.88
H17 1.70 -2.43 -0.61
H18 -7.64 -0.21 0.74
H19 4.81 1.82 0.96
H20 3.69 6.07 3.41
H21 6.60 -1.26 -1.42
H22 0.38 -7.82 1.33
H23 -1.81 -3.12 -0.52
H24 -1.89 -1.46 -1.15
H25 1.37 -3.67 1.81
H26 -0.30 -7.38 -1.01
H27 -0.14 -5.09 -1.93
H28 4.34 -1.60 -2.49

=====

| no. | electronic energy (eV) |
| --- | --- |
| 1 | -136205.2306 |
| 2 | -23074.7928 |
| 3 | -59715.1697 |
| 4 | -11021.6560 |
| 5 | -15951.9099 |
| 6 | -148430.2235 |
| 7 | -34928.6109 |
| 8 | -48532.9528 |
| 9 | -131927.7748 |